Entry 1:
15
Properties=species:S:1:pos:R:3:mulliken_charge:R:1 method="wB97M-V/def2-TZVPD" charge=0
C -1.60 -1.49 0.83 -0.147
C -1.99 -0.18 0.55 -0.840
C -0.47 0.28 0.70 0.391
C -0.34 -1.10 0.40 0.143
C 0.61 -1.46 -0.71 -1.200
N 0.80 2.22 0.79 -0.751
N 0.09 1.32 0.00 0.014
H -2.20 -2.37 0.83 0.398
H -0.32 0.45 1.99 0.170
H 0.36 -0.80 -1.55 0.311
H 0.56 -2.53 -0.89 0.347
H 1.57 -1.21 -0.47 0.339
H 0.25 2.49 1.67 0.285
H 1.67 1.83 1.12 0.263
H -0.45 1.84 -0.73 0.278

Entry 2:
19
Properties=species:S:1:pos:R:3:mulliken_charge:R:1 method="wB97M-V/def2-TZVPD" charge=0
C -0.69 2.56 2.29 -0.697
S -0.70 0.64 2.44 -0.103
C -2.10 -0.28 2.00 -0.749
H -1.48 2.90 3.03 0.236
H -1.10 2.70 1.23 0.231
H 0.26 2.86 2.58 0.289
H -2.96 0.18 1.64 0.337
H -1.99 -1.08 1.09 0.230
H -2.29 -0.94 2.96 0.224
C 2.62 -1.47 -3.36 -1.065
C 1.47 -0.68 -2.54 -0.157
N 0.22 -1.37 -2.90 -0.597
H 2.13 -1.98 -4.17 0.339
H 3.29 -0.79 -3.74 0.319
H 3.09 -2.16 -2.73 0.286
H 1.51 -0.74 -1.47 0.196
H 1.39 0.40 -2.70 0.270
H -0.36 -0.69 -3.33 0.195
H 0.34 -2.16 -3.52 0.217

Entry 3:
12
Properties=species:S:1:pos:R:3:mulliken_charge:R:1 method="wB97M-V/def2-TZVPD" charge=0
C -0.53 0.87 0.97 -1.289
C 0.07 -0.15 0.02 1.211
C 1.36 0.05 -0.63 -0.561
O 1.22 -0.83 0.49 -0.466
C -0.94 -1.06 -0.65 -0.269
O -1.48 -0.79 -1.69 -0.448
H -0.95 0.37 1.84 0.291
H 0.25 1.56 1.31 0.367
H -1.32 1.44 0.47 0.333
H 1.57 -0.44 -1.58 0.255
H 1.92 0.97 -0.44 0.245
H -1.17 -2.00 -0.11 0.332

Entry 4:
113
Properties=species:S:1:pos:R:3:mulliken_charge:R:1 method="wB97M-V/def2-TZVPD" charge=-1
C -7.81 2.09 2.51 -1.278
C -6.71 2.94 3.11 0.163
O -5.67 3.09 2.19 -0.343
C -4.36 3.21 2.81 -0.788
N -3.99 2.12 3.64 -0.078
P -3.20 0.91 2.95 0.201
N -2.04 1.16 1.89 -0.747
H -8.54 1.79 3.27 0.347
H -7.36 1.20 2.06 0.292
H -8.33 2.63 1.71 0.281
H -7.12 3.93 3.39 0.246
H -6.35 2.47 4.03 0.050
H -3.69 3.37 1.96 0.413
H -4.37 4.14 3.41 0.245
H -2.76 0.13 4.05 -0.061
H -4.14 0.02 2.35 -0.051
H -1.14 0.84 2.22 0.119
C -2.50 -4.35 -3.00 -0.210
O -2.40 -3.61 -1.79 -0.361
C -2.95 -2.38 -1.88 0.858
O -3.53 -1.97 -2.86 -0.662
O -2.73 -1.74 -0.76 -0.328
C -3.25 -0.39 -0.69 -0.374
H -2.00 -5.30 -2.82 0.263
H -3.54 -4.52 -3.28 0.281
H -1.99 -3.82 -3.79 -0.051
H -4.33 -0.40 -0.79 0.334
H -2.82 0.20 -1.50 0.297
H -2.92 0.02 0.27 -0.030
C 3.97 0.99 0.67 -0.678
O 2.70 0.40 0.91 -0.312
C 2.46 -0.72 0.22 0.816
O 3.23 -1.22 -0.56 -0.589
O 1.25 -1.14 0.53 -0.242
C 0.80 -2.31 -0.17 -0.352
H 4.00 1.88 1.30 0.212
H 4.77 0.31 0.96 0.303
H 4.09 1.26 -0.37 0.306
H 1.43 -3.17 0.09 0.346
H 0.82 -2.15 -1.24 0.048
H -0.22 -2.47 0.16 0.156
C -1.29 -2.28 -6.16 -0.657
O 0.11 -1.94 -6.14 -0.391
C 0.71 -2.30 -5.00 0.737
O 0.18 -2.89 -4.10 -0.512
O 1.97 -1.90 -5.04 -0.382
C 2.69 -2.21 -3.83 -0.564
H -1.67 -1.94 -7.12 0.281
H -1.42 -3.36 -6.06 0.324
H -1.80 -1.77 -5.34 0.370
H 2.69 -3.28 -3.65 0.300
H 2.23 -1.70 -2.98 0.174
H 3.70 -1.85 -3.97 0.255
C 7.39 3.03 5.78 -0.592
O 6.12 2.39 5.98 -0.320
C 5.94 1.28 5.27 0.806
O 6.74 0.79 4.52 -0.553
O 4.73 0.81 5.54 -0.318
C 4.39 -0.39 4.83 -0.442
H 7.38 3.91 6.41 0.173
H 8.20 2.36 6.07 0.325
H 7.51 3.32 4.74 0.288
H 5.07 -1.20 5.09 0.306
H 4.42 -0.22 3.75 0.109
H 3.38 -0.64 5.13 0.232
C 9.76 7.72 3.85 -0.617
O 8.55 8.39 4.21 -0.325
C 7.70 7.63 4.91 0.817
O 7.88 6.49 5.23 -0.531
O 6.61 8.35 5.18 -0.317
C 5.60 7.65 5.90 -0.600
H 10.34 8.46 3.30 0.212
H 10.30 7.40 4.74 0.285
H 9.55 6.86 3.22 0.293
H 5.98 7.32 6.87 0.280
H 5.25 6.79 5.33 0.298
H 4.79 8.36 6.04 0.200
C -3.79 -6.71 -8.55 -0.669
O -3.53 -6.00 -7.33 -0.317
C -4.08 -4.78 -7.27 0.743
O -4.75 -4.28 -8.14 -0.567
O -3.76 -4.24 -6.11 -0.129
C -4.28 -2.92 -5.89 -0.567
H -3.29 -7.66 -8.45 0.224
H -4.86 -6.86 -8.68 0.302
H -3.40 -6.16 -9.40 0.287
H -5.37 -2.94 -5.92 0.361
H -3.92 -2.23 -6.66 0.303
H -3.94 -2.61 -4.91 0.063
C 2.52 -3.18 -7.97 -0.643
O 3.87 -3.46 -7.57 -0.289
C 4.36 -4.60 -8.04 0.784
O 3.79 -5.38 -8.76 -0.552
O 5.61 -4.74 -7.58 -0.317
C 6.25 -5.94 -8.02 -0.634
H 2.26 -2.23 -7.51 0.153
H 2.46 -3.10 -9.05 0.417
H 1.85 -3.96 -7.62 0.285
H 6.33 -5.96 -9.10 0.292
H 5.71 -6.82 -7.68 0.293
H 7.24 -5.91 -7.57 0.213
C -4.91 2.14 6.68 -0.351
O -5.49 2.76 7.85 -0.343
C -6.81 2.80 7.86 0.791
O -7.55 2.34 7.04 -0.553
O -7.20 3.45 8.98 -0.347
C -8.62 3.56 9.11 -0.625
H -3.84 2.19 6.82 0.241
H -5.24 1.11 6.60 0.277
H -5.17 2.68 5.77 0.102
H -9.08 2.57 9.15 0.285
H -9.04 4.11 8.27 0.291
H -8.79 4.09 10.04 0.209

Entry 5:
130
Properties=species:S:1:pos:R:3:mulliken_charge:R:1 method="wB97M-V/def2-TZVPD" charge=+3
Ti 0.08 0.43 -0.91 -0.452
C 1.12 -2.63 -2.37 0.033
N 2.37 -1.96 -2.68 0.585
C 3.21 -2.78 -3.57 -1.105
C 2.72 -0.70 -2.38 -0.573
N 1.86 0.23 -1.92 1.532
C 2.45 1.58 -1.74 -1.245
C 2.13 2.24 -0.41 -1.339
N 0.66 2.42 -0.20 1.466
C 0.35 2.83 1.24 -0.540
C 1.42 2.63 2.30 -1.621
N 1.90 1.27 2.35 0.501
C 2.55 0.80 3.35 -1.243
N 3.02 1.50 4.42 0.529
C 3.70 2.78 4.25 -1.218
C 3.09 0.93 5.76 -0.993
N 2.85 -0.60 3.22 1.157
C 1.98 -1.55 3.92 -1.867
C 4.27 -0.92 3.39 -1.180
C 0.16 3.51 -1.11 -1.753
C -0.64 3.07 -2.34 -1.275
N -0.48 1.65 -2.62 2.879
C -0.81 1.26 -3.86 -2.050
N -1.71 1.89 -4.61 0.452
C -1.65 1.89 -6.07 -1.152
C -2.90 2.58 -4.10 -0.491
N -0.17 0.16 -4.40 1.258
C 1.21 0.36 -4.83 -0.993
C -0.91 -0.78 -5.23 -1.014
N 4.05 -0.40 -2.57 0.479
C 4.53 0.51 -3.61 -0.960
C 5.07 -1.25 -1.99 -1.206
H 0.51 -2.73 -3.27 0.285
H 0.57 -2.10 -1.62 -1.044
H 1.34 -3.62 -1.98 0.642
H 2.55 -3.31 -4.25 0.402
H 3.79 -3.51 -3.00 0.350
H 3.89 -2.16 -4.15 0.383
H 2.14 2.22 -2.58 0.164
H 3.53 1.51 -1.76 0.905
H 2.62 3.22 -0.38 0.739
H 2.51 1.62 0.39 -0.158
H -0.56 2.30 1.53 0.050
H 0.12 3.89 1.24 0.380
H 0.97 2.95 3.25 0.752
H 2.24 3.33 2.11 0.441
H 4.00 2.92 3.22 0.404
H 4.62 2.77 4.85 0.402
H 3.10 3.63 4.58 0.320
H 2.26 0.25 5.93 0.209
H 3.00 1.74 6.48 0.394
H 4.04 0.42 5.96 0.300
H 2.23 -1.64 4.99 0.463
H 2.10 -2.54 3.48 0.384
H 0.95 -1.23 3.83 0.804
H 4.88 -0.22 2.81 0.311
H 4.45 -1.92 3.01 0.328
H 4.61 -0.89 4.43 0.328
H 1.04 4.10 -1.41 0.246
H -0.47 4.17 -0.53 0.597
H -0.30 3.65 -3.21 0.951
H -1.67 3.35 -2.16 0.309
H -0.67 1.60 -6.43 0.335
H -1.85 2.91 -6.42 0.442
H -2.42 1.23 -6.50 0.387
H -3.12 2.27 -3.09 -0.036
H -3.74 2.30 -4.74 0.433
H -2.78 3.67 -4.15 0.337
H 1.67 1.16 -4.26 0.103
H 1.26 0.64 -5.89 0.492
H 1.79 -0.56 -4.71 0.196
H -0.45 -1.76 -5.12 0.230
H -0.89 -0.53 -6.30 0.431
H -1.94 -0.85 -4.89 0.309
H 3.74 1.17 -3.97 0.307
H 4.92 -0.05 -4.46 0.361
H 5.34 1.13 -3.21 0.358
H 4.63 -1.91 -1.25 0.313
H 5.80 -0.62 -1.48 0.395
H 5.60 -1.85 -2.74 0.360
Cl -2.27 1.74 -0.10 0.000
C -3.49 0.96 -1.08 -0.578
C -4.75 1.53 -1.12 -0.421
C -5.71 0.93 -1.92 -1.078
C -5.41 -0.22 -2.64 -0.755
C -4.14 -0.78 -2.54 0.120
Cl -3.85 -2.28 -3.35 -0.114
C -3.14 -0.19 -1.77 1.139
S -1.59 -1.01 -1.58 -0.200
H -4.97 2.41 -0.54 0.478
H -6.70 1.35 -1.98 0.552
H -6.15 -0.70 -3.26 0.583
O 2.37 -0.74 0.45 -0.557
N 1.01 -1.13 0.41 0.971
C 0.89 -2.33 0.87 -1.271
C -0.29 -3.11 1.20 0.065
C -0.10 -4.50 1.12 -0.535
C -1.10 -5.38 1.51 -1.166
C -2.27 -4.87 2.07 -0.911
C -2.44 -3.50 2.20 -0.523
C -1.48 -2.59 1.75 0.066
P -1.73 -0.79 1.93 2.526
C -3.55 -0.66 1.77 0.341
C -4.26 -1.44 0.85 -0.456
C -5.63 -1.29 0.72 -0.910
C -6.32 -0.35 1.48 -0.754
C -5.62 0.44 2.38 -0.824
C -4.25 0.28 2.53 -0.822
C -1.46 -0.48 3.71 -0.272
C -1.14 0.83 4.10 0.534
C -0.92 1.15 5.43 -1.004
C -1.00 0.16 6.40 -0.911
C -1.32 -1.14 6.03 -0.821
C -1.55 -1.46 4.70 -0.329
H 2.54 -0.62 1.44 -0.017
H 1.84 -2.82 1.07 0.645
H 0.84 -4.89 0.75 0.548
H -0.95 -6.44 1.42 0.488
H -3.04 -5.54 2.41 0.507
H -3.35 -3.13 2.65 0.659
H -3.75 -2.19 0.26 0.534
H -6.17 -1.93 0.03 0.505
H -7.39 -0.25 1.38 0.494
H -6.14 1.16 2.99 0.489
H -3.73 0.89 3.26 0.426
H -1.09 1.61 3.35 0.357
H -0.70 2.17 5.71 0.493
H -0.84 0.40 7.44 0.457
H -1.39 -1.92 6.79 0.481
H -1.79 -2.48 4.44 0.380

Entry 6:
40
Properties=species:S:1:pos:R:3:mulliken_charge:R:1 method="wB97M-V/def2-TZVPD" charge=+2 spin_multiplicity=4
C -1.80 1.42 2.13 0.020
N -1.25 0.98 0.99 -0.314
N -1.37 1.98 0.05 0.244
C -2.02 3.03 0.61 -0.082
C -2.32 2.72 1.94 -1.060
B -0.90 1.83 -1.46 0.455
N 0.66 1.74 -1.70 0.198
N 1.43 0.66 -1.32 -0.472
C 2.69 0.89 -1.73 -0.088
C 2.75 2.13 -2.41 -1.017
C 1.45 2.62 -2.37 -0.058
V 0.27 -0.22 0.19 0.841
N -1.53 0.52 -2.01 0.218
N -1.14 -0.63 -1.40 -0.105
C -1.79 -1.64 -2.01 0.072
C -2.61 -1.12 -3.04 -0.918
C -2.41 0.26 -3.00 0.058
H -1.63 -2.67 -1.69 0.548
H -2.83 1.07 -3.60 0.503
H -3.26 -1.68 -3.72 0.450
H -1.31 2.79 -2.06 -0.031
H 1.02 3.54 -2.78 0.465
H -2.24 3.92 0.02 0.467
H 3.62 2.59 -2.88 0.407
H -2.84 3.35 2.66 0.409
H 3.47 0.17 -1.52 0.495
H -1.81 0.79 3.01 0.503
H 2.22 -1.90 0.43 0.079
C 3.14 -2.08 1.01 -0.930
H 4.02 -1.96 0.35 0.329
H 3.20 -1.35 1.84 0.348
H 3.13 -3.10 1.42 0.284
C 0.62 -3.33 3.58 -0.838
S -0.05 -2.01 2.54 1.272
O -1.55 -1.80 2.76 -0.584
O 0.52 -0.64 2.95 -0.645
O 0.16 -2.09 0.84 -0.536
H 0.51 -3.05 4.65 0.366
H 1.70 -3.47 3.36 0.283
H 0.07 -4.27 3.39 0.366

Entry 7:
31
Properties=species:S:1:pos:R:3:mulliken_charge:R:1 method="wB97M-V/def2-TZVPD" charge=+1
C -4.63 3.22 -1.61 -1.292
C 3.68 -2.21 -2.13 -1.206
C 1.98 -2.42 2.08 -1.006
C -4.16 2.34 -0.51 -0.132
C -3.45 1.09 -1.04 -0.819
C 3.73 -1.20 -0.99 -0.292
C 2.37 -1.72 0.86 0.130
N -2.70 0.38 -0.07 0.136
N -1.42 0.39 -0.05 -0.162
N -0.55 -0.04 0.63 -0.267
N 3.45 -2.01 0.17 -0.072
O -0.82 -0.79 1.84 -0.364
I -4.00 -1.04 1.05 0.123
H -3.65 3.65 -2.09 0.270
H -5.21 2.78 -2.32 0.368
H -5.26 4.04 -1.33 0.373
H 4.17 -1.84 -3.03 0.366
H 4.04 -3.19 -1.88 0.377
H 2.66 -2.22 -2.50 0.324
H 2.67 -3.08 2.51 0.425
H 0.98 -2.89 1.88 0.288
H 1.96 -1.59 2.87 0.310
H -4.97 2.12 0.16 0.343
H -3.43 2.80 0.15 0.274
H -4.00 0.41 -1.66 0.436
H -2.77 1.31 -1.87 0.453
H 3.06 -0.29 -1.27 0.347
H 4.76 -1.01 -0.84 0.295
H 1.87 -0.81 0.63 0.375
H 4.15 -2.73 0.47 0.344
H -1.71 -0.55 2.19 0.255

Entry 8:
68
Properties=species:S:1:pos:R:3:mulliken_charge:R:1 method="wB97M-V/def2-TZVPD" charge=+1
C 2.64 -0.58 1.73 -0.876
C 2.25 -0.30 0.14 -0.539
C 0.79 -0.90 -0.30 -0.870
P -0.71 0.10 0.44 0.570
C -1.85 -1.44 0.14 -0.007
C -1.79 -2.48 1.45 -0.824
P -2.39 1.23 1.36 0.259
O -3.42 1.78 0.30 -0.644
H 1.99 -1.52 2.06 0.419
H 3.79 -0.73 1.91 0.418
H 2.23 0.33 2.38 0.012
H 3.09 -0.87 -0.48 0.298
H 2.28 0.86 -0.09 0.310
H 0.70 -2.04 0.03 0.289
H 0.74 -0.92 -1.49 0.305
H -0.62 1.06 -0.66 -0.039
H -0.02 0.27 1.69 -0.105
H -1.41 -2.02 -0.80 -0.336
H -2.95 -1.10 -0.09 0.463
H -0.69 -2.89 1.48 0.227
H -1.97 -1.91 2.46 0.280
H -2.61 -3.29 1.23 0.251
H -1.73 2.38 2.00 0.122
H -2.98 0.48 2.45 0.083
Na 2.98 0.17 4.28 0.951
O -1.10 3.24 -1.85 -0.586
H -1.93 2.91 -1.56 0.302
C 4.42 4.59 4.90 0.687
O 3.59 3.73 5.13 -0.700
N 5.27 5.05 5.84 -0.335
N 4.58 5.16 3.69 -0.407
H 5.96 5.75 5.66 0.165
H 5.19 4.65 6.77 0.238
H 3.97 4.84 2.95 0.199
H 5.27 5.86 3.50 0.159
C -4.70 -3.39 -3.91 -1.852
C -4.33 -4.86 -4.13 -0.326
C -2.81 -4.98 -3.96 -0.543
S -2.33 -3.68 -2.84 1.270
O -1.50 -2.74 -3.56 -0.622
O -1.93 -4.26 -1.58 -0.682
C -3.95 -2.96 -2.66 -0.885
H -5.78 -3.26 -3.81 0.745
H -4.36 -2.79 -4.77 0.337
H -4.83 -5.48 -3.38 0.296
H -4.64 -5.21 -5.12 0.354
H -2.53 -5.95 -3.54 0.478
H -2.29 -4.82 -4.91 0.048
H -3.88 -1.88 -2.55 0.790
H -4.41 -3.40 -1.76 0.589
Cs -6.28 -3.73 -1.84 1.012
N 2.52 6.03 7.34 1.055
O 3.15 5.07 7.82 -0.543
O 1.31 6.16 7.57 -0.583
O 3.11 6.85 6.62 -0.539
C 3.70 10.09 6.55 -0.038
Cl 5.00 9.97 5.36 -0.179
Cl 2.73 11.54 6.29 -0.168
H 3.05 9.21 6.47 0.123
H 4.14 10.13 7.55 0.267
C 0.08 -3.67 -7.10 0.644
Cl 1.84 -3.60 -6.97 -0.128
Cl -0.52 -2.40 -8.19 -0.120
Cl -0.44 -5.27 -7.66 -0.083
H -0.35 -3.50 -6.11 -0.305
O 0.06 -8.23 -11.50 -0.793
V -0.78 -8.23 -9.95 1.514
O -1.61 -8.24 -8.41 -0.874

Entry 9:
12
Properties=species:S:1:pos:R:3:mulliken_charge:R:1 method="wB97M-V/def2-TZVPD" charge=-2
C -0.78 -0.62 0.51 -0.671
C 0.37 0.42 0.74 -0.725
O -3.14 0.50 1.42 -0.786
O -1.89 1.59 -0.70 -0.587
O -3.13 -0.90 -0.69 -0.786
P -2.41 0.15 0.14 0.861
S 1.77 0.27 -0.49 -0.776
H -0.50 -0.99 -0.47 0.257
H -0.98 -1.58 1.02 0.374
H -0.02 1.51 0.79 0.327
H 0.89 0.17 1.72 0.190
H -0.99 1.35 -0.64 0.323

Entry 10:
23
Properties=species:S:1:pos:R:3:mulliken_charge:R:1 method="wB97M-V/def2-TZVPD" charge=-1
C 4.56 0.05 -0.76 -0.915
C 3.73 -0.53 0.56 0.527
O 3.39 -1.66 0.79 -0.638
O 3.51 0.52 1.34 -0.752
H 5.48 -0.23 -0.90 0.384
H 4.59 1.20 -0.94 0.213
H 3.92 -0.42 -1.50 0.193
C -1.67 1.62 2.01 -1.451
C -1.87 -1.00 -1.39 0.371
C -3.02 -0.85 -0.64 -0.524
C -0.67 -0.49 -0.90 -0.342
C -3.11 0.12 0.45 -0.616
C -0.68 0.38 0.20 -0.654
C -1.86 0.73 0.78 0.946
O -1.75 -1.73 -2.52 -0.531
H -4.02 -1.26 -0.91 0.277
H -1.95 -2.63 -2.47 0.301
H 0.16 -0.69 -1.55 0.414
H -4.03 0.58 0.83 0.350
H 0.18 0.99 0.46 0.349
H -2.19 1.21 2.91 0.309
H -2.00 2.62 1.85 0.290
H -0.70 1.48 2.30 0.498

Number 1: calculated total energy -304.60660 Eh. Number 2: calculated total energy -613.04532 Eh. Number 3: calculated total energy -306.43526 Eh. Number 4: calculated total energy -3395.52682 Eh. Number 5: calculated total energy -4979.11260 Eh. Number 6: calculated total energy -2350.03332 Eh. Number 7: calculated total energy -869.03033 Eh. Number 8: calculated total energy -5900.34434 Eh. Number 9: calculated total energy -1044.52823 Eh. Number 10: calculated total energy -575.23728 Eh.